Entry 1:
# C20H17ClN3O7S5V

A molecular structure, C20H17ClN3O7S5V at a distorted geometry (the ωB97M-V functional and the def2-TZVPD basis, OMol25).

Atoms and positions in Å:
V  0.4528  -0.1201  0.4302
O  0.7804  1.5299  1.2298
C  0.0498  2.5311  1.3035
C  -1.2187  2.6709  0.6562
C  -1.9593  3.8466  0.7771
C  -3.1825  3.9483  0.1598
C  -3.6980  2.8803  -0.5947
C  -2.9905  1.7187  -0.7333
C  -1.7293  1.5734  -0.1159
O  -1.0267  0.5107  -0.2392
N  -3.9485  5.1730  0.2797
O  -3.4897  6.0655  0.9719
O  -5.0080  5.2431  -0.3148
H  0.3993  3.3749  1.9095
H  -1.5805  4.6837  1.3492
H  -4.6645  3.0075  -1.0607
H  -3.3671  0.8927  -1.3221
Cl  3.7162  -6.4686  -0.6724
C  2.6744  -5.0916  -0.5167
C  1.4239  -5.1062  -1.1527
C  0.5732  -4.0346  -1.0468
C  0.9416  -2.8812  -0.3178
O  0.1326  -1.8712  -0.2287
C  2.2243  -2.8856  0.3197
C  2.6175  -1.7610  1.0863
O  1.9195  -0.7248  1.1558
C  3.0734  -4.0040  0.2063
H  1.1383  -5.9710  -1.7359
H  -0.3959  -4.0531  -1.5259
H  3.5627  -1.7959  1.6344
H  4.0394  -3.9824  0.6954
C  0.4441  0.0268  4.7805
N  0.1237  -1.3098  4.3086
C  -0.3429  -1.5065  3.0501
N  -0.3907  -2.7855  2.6097
O  -0.7493  -0.5633  2.3525
H  0.2654  0.0905  5.8515
H  -0.2039  0.7295  4.2649
H  1.4821  0.2922  4.5668
H  0.5139  -2.0876  4.8108
H  -0.1225  -3.5695  3.1741
H  -0.8082  -2.9434  1.7087
C  2.3583  2.9731  -3.5859
S  0.5444  3.0816  -3.5418
C  0.0558  1.3952  -3.6238
C  0.4443  0.3774  -2.8235
S  1.6364  0.4840  -1.5437
S  -0.2570  -1.1788  -3.2493
C  -1.2399  -0.6627  -4.5750
S  -2.2114  -1.6824  -5.4186
S  -1.1016  1.0323  -4.8931
H  2.7022  3.9513  -3.9170
H  2.6541  2.2061  -4.2967
H  2.7428  2.7504  -2.5972

Properties
Relative energy (zero: lowest compared OMol25 entry of this formula, charge and spin): 13.7 kcal per mole
<S²>: 2.0170
HOMO-LUMO gap (alpha / beta): 6.10 / 5.75 eV
Spin multiplicity: 3
E_LUMO (alpha / beta): -1.1 / -1.5 eV

Mulliken population analysis, charges in e, atoms 1 to 2: atom 1 (V): 0.906, atom 2 (O): -0.455

---

Entry 2:
# C40H62GeN7O6SZn

A molecular structure, C40H62GeN7O6SZn at a distorted geometry (the ωB97M-V functional and the def2-TZVPD basis, OMol25).

Atoms and positions in Å:
Zn  -0.7049  0.3345  0.7007
O  1.3974  0.0278  1.3808
C  2.2137  -0.9239  0.6868
C  1.7683  -0.8432  -0.7706
O  2.4696  -0.8408  -1.7478
O  0.4558  -0.8943  -0.8476
C  3.6706  -0.7223  1.0562
C  3.9539  -0.6352  2.4178
C  5.2496  -0.4691  2.8637
C  6.2915  -0.4212  1.9526
C  6.0214  -0.5648  0.6025
C  4.7189  -0.7054  0.1478
C  1.8828  -2.3946  0.9600
C  2.4808  -3.3349  0.1232
C  2.1839  -4.6789  0.2558
C  1.3085  -5.0978  1.2461
C  0.7252  -4.1683  2.0884
C  1.0108  -2.8175  1.9501
H  1.4492  -0.1893  2.3218
H  3.1596  -0.7188  3.1479
H  5.4451  -0.3860  3.9230
H  7.3054  -0.2808  2.3001
H  6.8350  -0.5671  -0.1069
H  4.5288  -0.7979  -0.9085
H  3.1680  -3.0017  -0.6391
H  2.6445  -5.3951  -0.4073
H  1.0782  -6.1467  1.3557
H  0.0340  -4.4922  2.8521
H  0.5159  -2.1135  2.5985
C  -0.6364  1.8671  3.3055
N  -0.8999  2.9689  4.1975
C  -0.1332  4.1283  3.7643
N  -0.4899  4.5118  2.4009
C  -0.2369  3.4000  1.5122
N  -0.9823  2.1779  1.8923
C  -2.4260  2.5624  1.8867
N  -2.7038  3.6662  2.7739
C  -2.3252  3.2824  4.1289
C  -1.9165  4.8208  2.3718
H  -1.2396  1.0168  3.6225
H  0.4262  1.6124  3.3492
H  0.9351  3.8901  3.7986
H  -0.3355  4.9681  4.4322
H  0.8352  3.1788  1.5158
H  -0.5606  3.6874  0.5066
H  -3.0134  1.6984  2.2049
H  -2.7052  2.8488  0.8671
H  -2.8904  2.3909  4.4068
H  -2.5525  4.0993  4.8174
H  -2.1118  5.6566  3.0475
H  -2.1972  5.1104  1.3545
C  -1.2009  -3.1777  -6.8290
C  -0.5159  -2.4467  -5.6779
C  -1.5103  -1.6048  -4.8802
C  -0.8708  -0.8929  -3.6878
Ge  -0.1955  -2.1079  -2.2227
C  -1.4448  -3.0373  -0.9758
C  -2.6146  -3.8018  -1.5933
C  -2.3195  -5.2831  -1.8215
C  -1.1586  -5.5377  -2.7728
H  -0.4726  -3.7292  -7.4179
H  -1.7128  -2.4728  -7.4829
H  -1.9336  -3.8850  -6.4459
H  0.2742  -1.8024  -6.0710
H  -0.0487  -3.1721  -5.0008
H  -2.3250  -2.2487  -4.5359
H  -1.9465  -0.8554  -5.5485
H  -1.6074  -0.2368  -3.2201
H  -0.0315  -0.2790  -4.0259
H  1.1235  -2.8118  -2.5076
H  -1.8295  -2.2395  -0.3370
H  -0.8433  -3.6941  -0.3441
H  -2.9029  -3.3324  -2.5379
H  -3.4692  -3.7196  -0.9174
H  -3.2200  -5.7494  -2.2273
H  -2.1059  -5.7480  -0.8557
H  -1.3639  -5.1155  -3.7545
H  -1.0012  -6.6067  -2.8878
H  -0.2359  -5.1018  -2.3899
C  -2.1639  -6.3662  4.9066
C  -2.3657  -5.0561  4.2127
C  -1.7954  -3.8949  4.7242
C  -1.9320  -2.6982  4.0466
C  -2.6517  -2.6529  2.8682
C  -3.2682  -3.7805  2.3662
C  -3.1185  -4.9827  3.0422
S  -2.6439  -1.0451  2.1063
O  -3.1540  -1.0278  0.7437
O  -3.2916  -0.1276  3.0075
O  -1.1567  -0.7625  2.0506
H  -1.3899  -6.2914  5.6668
H  -1.8680  -7.1281  4.1880
H  -3.0927  -6.6834  5.3800
H  -1.2483  -3.9272  5.6556
H  -1.4934  -1.7858  4.4181
H  -3.8554  -3.7139  1.4644
H  -3.5944  -5.8776  2.6683
C  -0.8209  4.0291  -2.4421
N  -0.7261  2.6460  -2.0269
C  0.6305  2.2104  -1.8076
C  -1.8009  1.8986  -1.6943
N  -1.7251  0.9360  -0.8038
N  -2.9671  2.1904  -2.3288
C  -2.9960  2.5368  -3.7375
C  -4.2359  1.7201  -1.8164
H  -0.1683  4.6314  -1.8063
H  -1.8334  4.4034  -2.3404
H  -0.4884  4.1543  -3.4750
H  1.2320  2.5091  -2.6669
H  0.6620  1.1346  -1.7239
H  1.0652  2.6512  -0.9091
H  -2.5657  0.3655  -0.7543
H  -2.0031  2.4552  -4.1697
H  -3.3809  3.5464  -3.8947
H  -3.6495  1.8322  -4.2549
H  -4.5035  0.7425  -2.2256
H  -5.0018  2.4431  -2.0984
H  -4.2120  1.6475  -0.7328

Properties
Net charge: +1
HOMO-LUMO gap: 9.39 eV
Spin multiplicity: 1
E_LUMO: -1.6 eV

Mulliken population analysis, charges in e, atoms 1 to 2: atom 1 (Zn): 2.180, atom 2 (O): -0.415

---

Entry 3:
# C29H22N4O7PS

A gas-phase ion, C29H22N4O7PS (charge -1) at a distorted geometry (the ωB97M-V functional and the def2-TZVPD basis, OMol25).

Atoms and positions in Å:
C  1.7808  -8.3814  5.9073
C  1.8207  -7.0259  5.2617
C  2.6989  -6.7990  4.2008
C  2.7692  -5.5533  3.5866
C  1.9028  -4.5313  3.9967
S  1.9209  -2.9707  3.1264
O  2.0121  -1.8967  4.0737
O  2.8392  -3.1019  2.0328
N  0.3356  -2.7670  2.4817
C  -0.3439  -3.8031  1.8534
C  0.0954  -5.0658  1.4958
C  -0.8417  -5.9656  0.9591
N  -0.4746  -7.3335  0.7783
O  -1.3053  -8.1286  0.2788
O  0.6676  -7.7146  1.1355
C  -2.1884  -5.5685  0.7096
C  -2.6179  -4.2910  1.0329
C  -1.7039  -3.4042  1.6367
C  -1.8526  -2.1130  2.1826
N  -2.9839  -1.3745  2.0880
O  -4.0630  -1.7386  1.6340
O  -2.9153  -0.0890  2.5321
C  -0.5803  -1.6689  2.9260
C  -0.1484  -0.3300  2.6889
C  0.2672  0.4436  3.7875
N  0.5495  1.1215  4.7081
P  0.1725  0.3215  1.0252
O  -0.1122  -0.7710  0.0469
C  -0.8474  1.8062  0.6717
C  -0.4195  3.1026  1.0047
C  -1.0635  4.2149  0.4616
C  -2.1609  4.0504  -0.3907
C  -2.6294  2.7620  -0.6658
C  -1.9833  1.6445  -0.1348
C  1.8528  1.0123  0.8841
C  2.6438  1.4873  1.9414
C  3.8132  2.2029  1.6639
C  4.2137  2.4200  0.3450
C  3.4450  1.9116  -0.7087
C  2.2835  1.1912  -0.4387
C  1.0551  -4.7265  5.0929
C  1.0040  -5.9787  5.7029
H  1.0266  -8.4143  6.6975
H  1.5467  -9.1589  5.1696
H  2.7522  -8.6392  6.3476
H  3.3356  -7.6102  3.8398
H  3.4551  -5.3828  2.7632
H  1.1133  -5.3931  1.6755
H  -2.8666  -6.3087  0.2856
H  -3.6347  -3.9487  0.8570
H  -1.9446  0.0925  2.7179
H  -0.7469  -1.7928  4.0288
H  0.4401  3.2374  1.6655
H  -0.6960  5.2142  0.6979
H  -2.6486  4.9208  -0.8329
H  -3.4978  2.6194  -1.3090
H  -2.3345  0.6397  -0.3766
H  2.3559  1.3265  2.9781
H  4.4014  2.5996  2.4920
H  5.1215  2.9835  0.1275
H  3.7376  2.0726  -1.7452
H  1.6745  0.7814  -1.2472
H  0.4421  -3.9050  5.4501
H  0.3251  -6.1545  6.5410

Properties
Net charge: -1
SMILES string: Cc1ccc(S(=O)(=O)N2c3cc([N+](=O)[O-])ccc3/C(=[N+](\[O-])O)[C@@H]2C(C#N)=P([O-])(c2ccccc2)c2ccccc2)cc1
HOMO-LUMO gap: 6.24 eV
Spin multiplicity: 1
E_LUMO: 1.3 eV

Mulliken population analysis, charges in e, atoms 1 to 2: atom 1 (C): -1.457, atom 2 (C): 1.114

---

Entry 4:
# C3H11N2O

2 unconnected molecules or ions with the total composition C3H11N2O at a distorted geometry (the ωB97M-V functional and the def2-TZVPD basis, OMol25).

Atoms and positions in Å:
C  -1.6009  -1.5246  0.2801
C  -0.6670  -1.4389  -0.8718
O  0.5189  -1.1542  -0.7432
N  -1.1794  -1.6885  -2.0933
H  -2.6483  -1.3319  0.0397
H  -1.3124  -0.8732  1.1100
H  -0.5564  -1.8667  -2.8619
H  -2.1656  -1.6607  -2.2801
H  -1.7173  -2.5296  0.6812
C  1.6284  2.0100  1.4676
N  1.1273  1.5086  0.1877
H  0.1146  1.4858  0.1146
H  1.5463  0.5885  0.0010
H  1.4949  2.0635  -0.5897
H  2.7109  1.9696  1.5360
H  1.3339  1.4124  2.3181
H  1.3721  3.0296  1.7039

Properties
Net charge: +1
Relative energy (zero: lowest compared OMol25 entry of this formula, charge and spin): 13.0 kcal per mole
HOMO-LUMO gap: 10.35 eV
Spin multiplicity: 1
E_LUMO: -3.4 eV

Mulliken population analysis, charges in e, atoms 1 to 2: atom 1 (C): -0.926, atom 2 (C): 0.657

---

Number 1: E_tot -4858.4525 Eh. Number 2: E_tot -6650.4753 Eh. Number 3: E_tot -2603.4511 Eh. Number 4: E_tot -305.4320 Eh.